Here is a cluster of 3 separate species, C5H11NO2 in total from the OMol25 dataset. Energies are from the ωB97M-V functional and the def2-TZVPD basis.

The geometry in ORCA input format:
```
! wB97M-V def2-TZVPD RIJCOSX def2/J DEFGRID3
* xyz 0 1
C -0.140 -0.154 -1.222
H -1.299 0.915 0.973
O -3.510 0.768 -1.213
O -2.155 0.545 1.236
H -3.937 1.543 -1.589
H 0.117 -2.150 -0.242
H -1.092 -0.146 -1.726
C 2.422 -1.219 1.268
H 0.514 1.938 -1.513
C 1.537 -0.592 0.252
H 2.252 1.422 0.157
H 2.289 -0.759 2.244
N 1.585 0.723 -0.119
H 2.166 -2.274 1.318
H -2.081 -0.354 0.893
C 0.555 1.008 -0.970
C 0.485 -1.150 -0.425
H 3.476 -1.125 1.020
H -3.187 1.061 -0.342
*
```

Summary:
- electronic energy (Ha) = -402.3501
- F_max (hartree/bohr) = 0.022
- relative energy (zero: lowest compared OMol25 entry of this formula, charge and spin) (kcal per mole) = 17.6
- HOMO level (eV) = -8.298